(1)
A cluster of 17 separate species, C78H179B2F8N10O14 in total at a distorted geometry. Source: OMol25; level of theory: the ωB97M-V functional and the def2-TZVPD basis.

The geometry in XYZ format:
```
291
Properties=species:S:1:pos:R:3:mulliken_charge:R:1
C 1.088 2.059 2.446 -0.35
C 1.051 1.142 1.255 1.09
C -0.310 0.472 0.933 0.37
N -0.369 -0.357 -0.329 1.22
C 0.577 -1.595 -0.182 0.15
C -1.862 -0.720 -0.635 0.06
C -1.780 -0.977 -2.075 1.89
C -0.701 -0.119 -2.703 0.91
C 0.075 0.483 -1.560 0.27
H 0.429 2.898 2.222 -0.76
H 2.032 2.577 2.612 -0.23
H 0.662 1.583 3.329 0.74
H 1.871 0.427 1.309 -0.77
H 1.234 1.814 0.416 -0.24
H -1.069 1.253 0.913 -0.98
H -0.619 -0.183 1.747 0.43
H 1.565 -1.135 -0.202 -0.07
H 0.407 -2.428 -0.865 -0.69
H 0.389 -1.995 0.814 0.23
H -2.111 -1.586 -0.021 -0.30
H -2.560 0.104 -0.485 -0.27
H -1.736 -2.049 -2.264 -0.28
H -2.665 -0.613 -2.597 -0.92
H -0.154 -0.756 -3.398 -0.71
H -1.090 0.700 -3.307 -0.73
H 1.138 0.614 -1.761 0.82
H -0.470 1.418 -1.429 -0.48
C 2.647 -4.899 -9.754 -1.53
C 1.679 -4.102 -9.004 -0.50
C 1.581 -4.369 -7.492 -0.69
N 0.216 -4.066 -6.858 0.79
C -0.236 -2.582 -7.202 -0.76
C 0.149 -4.256 -5.318 1.09
C -0.761 -5.407 -5.050 -0.16
C -1.756 -5.378 -6.207 -0.24
C -0.850 -5.061 -7.354 -0.68
H 2.549 -5.983 -9.698 0.40
H 3.642 -4.457 -9.707 0.33
H 2.325 -4.792 -10.790 0.40
H 0.750 -4.201 -9.565 0.40
H 2.079 -3.100 -9.161 0.31
H 2.115 -3.583 -6.958 0.26
H 1.930 -5.358 -7.194 0.60
H 0.387 -1.859 -6.674 -0.03
H -1.216 -2.347 -6.788 0.29
H -0.188 -2.462 -8.284 0.46
H -0.188 -3.356 -4.804 -0.91
H 1.183 -4.458 -5.036 -0.21
H -1.305 -5.200 -4.128 -0.14
H -0.296 -6.357 -4.786 0.36
H -2.548 -4.639 -6.085 -0.24
H -2.228 -6.346 -6.374 0.55
H -1.426 -4.727 -8.217 0.35
H -0.195 -5.930 -7.417 0.42
C 1.032 -5.622 0.250 0.18
C 1.561 -6.684 1.216 -0.87
C 0.492 -7.182 2.216 0.38
N 1.106 -8.011 3.368 1.34
C -0.032 -8.467 4.391 -1.24
C 2.178 -7.423 4.287 -0.74
C 3.134 -8.469 4.671 -0.28
C 2.695 -9.832 4.034 -0.82
C 1.854 -9.298 2.845 -0.59
H 1.873 -4.996 -0.047 -0.38
H 0.272 -4.975 0.690 -0.41
H 0.484 -5.820 -0.671 0.56
H 2.528 -6.531 1.696 0.31
H 2.023 -7.456 0.601 0.24
H -0.095 -7.768 1.508 0.19
H -0.002 -6.384 2.771 -0.62
H -0.321 -7.492 4.785 0.33
H 0.321 -9.144 5.169 0.38
H -0.849 -8.971 3.875 0.28
H 1.702 -7.017 5.180 0.44
H 2.661 -6.531 3.888 -0.41
H 3.178 -8.487 5.760 0.35
H 4.073 -8.156 4.214 0.39
H 2.214 -10.386 4.841 0.31
H 3.605 -10.359 3.748 0.39
H 1.215 -10.106 2.490 0.36
H 2.430 -8.974 1.978 0.36
C 7.639 0.473 5.449 -1.83
C 7.058 0.175 4.150 1.35
C 6.618 -1.296 4.015 -0.90
N 5.202 -1.405 3.316 0.51
C 4.083 -0.970 4.299 -1.35
C 5.117 -0.587 1.968 -0.10
C 4.568 -1.432 0.859 -0.28
C 4.064 -2.605 1.614 0.28
C 4.929 -2.834 2.898 -1.00
H 7.069 0.442 6.377 0.30
H 8.063 1.476 5.390 0.39
H 8.351 -0.316 5.692 0.47
H 7.894 0.393 3.485 0.38
H 6.228 0.874 4.053 -0.80
H 6.418 -1.774 4.974 0.50
H 7.290 -1.919 3.424 0.31
H 3.111 -1.258 3.897 0.53
H 4.256 0.076 4.554 0.31
H 4.196 -1.587 5.190 0.31
H 4.328 0.159 2.065 0.07
H 5.945 0.021 1.604 0.33
H 3.746 -1.081 0.235 -0.22
H 5.384 -1.721 0.197 0.40
H 3.020 -2.361 1.811 -0.21
H 4.185 -3.601 1.188 0.43
H 4.502 -3.316 3.778 0.27
H 5.931 -3.194 2.666 0.42
C -9.230 0.238 2.883 -1.33
C -8.523 -0.892 2.125 -0.41
C -7.385 -0.239 1.298 -0.83
N -6.866 -1.176 0.195 1.15
C -6.478 -2.508 0.733 -1.06
C -5.723 -0.598 -0.627 0.28
C -5.933 -1.000 -2.108 0.80
C -7.398 -1.269 -2.242 -0.93
C -7.998 -1.377 -0.854 -0.70
H -9.702 0.860 2.122 0.37
H -8.524 0.805 3.489 0.30
H -9.898 -0.310 3.547 0.40
H -9.163 -1.489 1.475 0.37
H -8.020 -1.580 2.804 0.27
H -6.522 -0.087 1.946 -0.03
H -7.750 0.670 0.819 0.71
H -5.666 -2.449 1.458 -0.25
H -6.090 -2.959 -0.181 0.72
H -7.310 -3.060 1.171 0.40
H -4.717 -0.820 -0.272 -0.02
H -5.887 0.479 -0.586 -0.53
H -5.257 -1.826 -2.328 -0.67
H -5.676 -0.273 -2.879 0.05
H -7.562 -2.120 -2.903 0.47
H -7.905 -0.399 -2.657 0.31
H -8.479 -2.354 -0.802 0.30
H -8.766 -0.626 -0.666 0.50
C 0.612 8.990 0.531 -1.94
C 0.388 7.698 1.172 1.83
C -0.238 7.823 2.565 -1.21
N -0.134 6.520 3.365 0.86
C -0.871 5.391 2.759 -1.36
C 1.307 6.054 3.631 -0.28
C 1.488 5.727 5.125 -0.43
C 0.481 6.633 5.818 -0.82
C -0.723 6.681 4.836 -0.54
H 1.250 8.993 -0.353 0.37
H 1.227 9.643 1.151 0.42
H -0.273 9.554 0.238 0.39
H 1.377 7.238 1.189 -0.45
H -0.425 7.367 0.526 -0.31
H -1.291 7.983 2.335 0.43
H 0.130 8.618 3.212 0.57
H -0.946 4.541 3.437 0.78
H -0.374 5.162 1.816 -0.23
H -1.876 5.793 2.631 0.51
H 1.700 5.306 2.943 -0.06
H 1.956 6.891 3.373 0.41
H 1.314 4.657 5.236 0.17
H 2.522 5.796 5.461 0.47
H -0.037 6.109 6.621 0.35
H 0.884 7.564 6.219 0.35
H -1.435 5.869 4.980 0.36
H -1.306 7.575 5.057 0.43
C -5.375 5.522 -1.892 -0.95
N -4.242 4.673 -1.252 0.17
C -4.159 4.942 0.254 -0.36
C -4.774 3.232 -1.523 -0.40
C -2.920 4.870 -2.005 -1.56
C -1.938 3.713 -1.969 0.86
O -1.405 3.476 -0.682 2.25
H -5.497 5.307 -2.953 0.39
H -5.085 6.572 -1.904 0.38
H -6.276 5.387 -1.294 0.39
H -3.393 4.227 0.554 -0.17
H -5.199 4.739 0.509 0.55
H -3.917 5.974 0.507 0.32
H -5.813 3.164 -1.201 0.55
H -4.193 2.477 -0.993 -0.26
H -4.776 3.153 -2.610 0.19
H -2.556 5.789 -1.546 0.55
H -3.062 5.167 -3.044 0.41
H -1.192 3.766 -2.762 -0.81
H -2.352 2.793 -2.382 -0.02
H -0.565 3.930 -0.588 -0.48
C 7.299 4.762 3.589 -0.93
N 6.280 4.789 2.495 0.49
C 5.654 3.304 2.446 -0.43
C 5.187 5.800 2.887 -1.26
C 6.886 5.150 1.133 -0.53
C 7.391 6.583 1.009 -0.75
O 8.447 6.987 1.781 -0.54
H 8.246 4.276 3.352 0.26
H 6.693 4.327 4.384 0.39
H 7.558 5.813 3.715 0.46
H 4.757 3.316 1.827 0.06
H 5.311 3.111 3.462 -0.18
H 6.364 2.535 2.140 0.55
H 5.652 6.723 3.234 0.45
H 4.534 5.394 3.658 0.39
H 4.507 6.004 2.060 0.40
H 6.124 4.836 0.419 0.37
H 7.602 4.334 1.036 0.52
H 6.607 7.340 1.024 0.36
H 7.932 6.618 0.063 0.47
H 8.730 7.896 1.661 0.34
C -3.168 -4.761 4.911 -0.92
N -3.435 -3.678 3.912 1.10
C -2.064 -3.146 3.326 -0.54
C -4.044 -4.493 2.755 -0.55
C -4.408 -2.485 4.262 1.23
C -3.728 -1.404 5.135 -0.80
O -3.371 -1.869 6.450 -0.55
H -2.379 -5.471 4.666 0.10
H -4.034 -5.404 5.070 0.32
H -2.938 -4.190 5.811 0.40
H -2.311 -2.456 2.518 0.20
H -1.342 -3.915 3.053 -0.41
H -1.562 -2.598 4.123 0.52
H -5.006 -4.908 3.055 0.47
H -3.377 -5.322 2.520 0.43
H -4.104 -3.869 1.863 -0.36
H -5.347 -2.905 4.624 0.54
H -4.761 -2.152 3.286 -1.29
H -4.295 -0.477 5.216 0.53
H -2.817 -0.965 4.726 -0.04
H -4.148 -2.053 6.983 0.36
C 3.968 2.623 -5.270 -0.83
N 2.623 1.875 -5.688 0.50
C 1.987 2.508 -6.873 -0.84
C 2.988 0.416 -6.168 -1.11
C 1.612 1.684 -4.551 -0.63
C 1.387 3.000 -3.754 1.11
O 0.759 3.884 -4.648 -0.58
H 4.659 2.631 -6.113 0.37
H 4.385 2.023 -4.461 0.31
H 3.681 3.638 -4.996 0.33
H 1.857 3.578 -6.710 0.35
H 1.003 2.161 -7.189 0.28
H 2.823 2.375 -7.559 0.53
H 3.683 0.020 -5.427 0.47
H 3.665 0.531 -7.015 0.49
H 2.100 -0.188 -6.353 0.35
H 2.204 1.026 -3.916 0.05
H 0.750 1.109 -4.890 0.47
H 2.260 3.508 -3.342 0.29
H 0.727 2.904 -2.892 -1.48
H 0.029 3.340 -4.950 0.34
B -2.760 -4.445 -0.597 -0.21
F -1.795 -4.594 -1.597 -0.12
F -2.266 -3.804 0.494 0.03
F -3.880 -3.818 -1.061 -0.17
F -3.199 -5.657 -0.156 -0.32
B 3.691 2.434 6.105 0.20
F 3.346 2.144 4.802 -0.01
F 2.666 3.323 6.523 -0.35
F 3.919 1.254 6.851 -0.40
F 4.944 3.075 6.045 -0.34
C -3.782 1.746 -4.810 -0.48
C -2.862 2.831 -5.334 0.41
O -1.676 2.513 -5.622 -0.65
O -3.134 4.089 -5.308 -0.82
H -4.740 2.147 -4.482 0.42
H -3.324 1.051 -4.106 -0.53
H -4.104 1.060 -5.593 0.77
C 2.246 -3.847 -2.587 -0.57
C 2.487 -2.436 -3.090 0.24
O 2.762 -1.509 -2.278 -0.56
O 2.216 -2.082 -4.272 -0.38
H 1.206 -3.964 -2.284 -0.45
H 2.866 -3.966 -1.699 0.26
H 2.583 -4.534 -3.363 0.60
C -3.188 2.346 2.954 -0.86
C -3.901 1.339 1.978 0.02
O -3.782 0.048 2.030 0.20
O -4.738 1.878 1.217 -0.53
H -3.277 1.851 3.921 0.46
H -3.656 3.328 2.890 0.33
H -2.099 2.345 2.905 -0.24
C -3.865 -2.482 -4.795 1.52
C -4.554 -2.494 -6.200 0.39
O -3.909 -2.159 -7.188 -0.71
O -5.695 -2.949 -6.175 -0.79
H -2.803 -2.707 -4.893 -0.91
H -4.219 -3.064 -3.945 0.14
H -3.973 -1.420 -4.574 -0.58
C 2.700 5.858 -1.405 -0.94
C 2.006 4.983 -0.376 0.44
O 0.798 4.952 -0.387 -1.23
O 2.728 4.349 0.467 -0.49
H 2.183 6.796 -1.609 0.26
H 2.651 5.370 -2.379 0.02
H 3.734 6.064 -1.128 0.20
```

The frontier orbital gap (spin up / spin down) is 2.50 / 5.47 eV. The net charge is +2. The calculation puts the HOMO energy (spin up / spin down) at -5.6 / -8.6 eV. The multiplicity is 2.

***

(2)
A structure of composition C78H63IrO6P2Si2 at a distorted geometry. Source: OMol25; level of theory: the ωB97M-V functional and the def2-TZVPD basis.

The geometry in XYZ format:
```
152
Properties=species:S:1:pos:R:3:mulliken_charge:R:1
Ir -0.288 -0.104 0.383 2.67
C -0.604 -3.617 -1.368 -1.46
Si -0.902 -1.708 -1.292 1.37
C -0.018 -1.179 -2.924 -0.26
C -0.350 -1.779 -4.131 -0.41
C 0.424 -1.605 -5.263 -1.02
C 1.561 -0.818 -5.193 -0.92
C 1.876 -0.167 -4.014 -0.28
C 1.081 -0.321 -2.882 0.74
P 1.410 0.682 -1.372 2.86
C 2.282 2.057 -2.230 -0.46
C 3.642 2.311 -2.084 -0.73
C 4.212 3.412 -2.692 -0.69
C 3.435 4.275 -3.449 -0.86
C 2.076 4.035 -3.587 -0.32
C 1.503 2.938 -2.974 -0.06
C 1.406 3.288 0.237 1.49
C 1.261 4.576 -0.068 -3.06
C 0.452 5.243 0.997 -0.21
C 1.645 4.748 2.761 -0.12
C 2.714 3.766 2.492 -2.82
C 2.286 2.536 1.817 1.31
C -2.780 -1.481 -1.678 0.28
C -3.522 -2.402 -2.409 -0.14
C -4.851 -2.181 -2.716 -0.93
C -5.469 -1.011 -2.299 -0.98
C -4.762 -0.092 -1.549 0.05
C -3.435 -0.341 -1.208 -0.70
P -2.507 0.867 -0.195 1.34
C -3.665 1.303 1.122 0.91
C -4.697 0.446 1.515 -1.07
C -5.493 0.770 2.595 -0.37
C -5.256 1.928 3.323 -0.90
C -4.187 2.745 2.984 -0.83
C -3.390 2.428 1.903 -0.29
C -2.496 2.240 -1.379 0.87
C -2.933 3.543 -1.149 -0.68
C -2.889 4.480 -2.165 -0.77
C -2.429 4.138 -3.427 -0.68
C -1.994 2.840 -3.666 -0.59
C -2.018 1.906 -2.652 -0.51
H -0.677 -3.999 -2.382 0.57
H -1.314 -4.144 -0.740 0.37
H 0.391 -3.838 -1.004 0.39
H -1.242 -2.385 -4.182 0.41
H 0.155 -2.094 -6.191 0.42
H 2.196 -0.695 -6.059 0.42
H 2.753 0.463 -3.978 0.58
H 4.242 1.636 -1.492 0.40
H 5.271 3.604 -2.572 0.44
H 3.888 5.133 -3.928 0.33
H 1.463 4.714 -4.163 0.46
H 0.442 2.753 -3.068 -0.23
H 1.813 5.142 -0.800 0.58
H -0.445 5.777 0.681 0.65
H 1.607 4.987 3.830 0.68
H 3.578 3.750 3.137 0.53
H 2.622 1.603 2.273 -0.32
H -3.043 -3.307 -2.747 0.45
H -5.406 -2.909 -3.292 0.43
H -6.501 -0.822 -2.556 0.42
H -5.240 0.824 -1.226 0.56
H -4.876 -0.467 0.967 0.44
H -6.301 0.110 2.884 0.40
H -5.882 2.174 4.169 0.42
H -3.972 3.627 3.573 0.45
H -2.525 3.026 1.660 -0.19
H -3.319 3.826 -0.183 0.43
H -3.225 5.491 -1.973 0.46
H -2.407 4.874 -4.219 0.39
H -1.634 2.560 -4.648 0.45
H -1.662 0.900 -2.831 0.15
O 1.355 -2.741 0.699 0.08
H 0.514 -2.550 1.155 0.21
H 1.994 -2.910 1.395 -0.35
C 2.733 -0.172 -0.617 -1.28
C 3.388 -0.857 0.158 -0.56
C 4.154 -1.715 0.928 0.42
C 4.855 -2.751 0.204 0.93
C 5.273 -2.511 -1.115 -0.51
C 5.850 -3.508 -1.870 -0.81
C 6.034 -4.775 -1.336 -0.50
C 5.638 -5.026 -0.031 -1.09
C 5.049 -4.036 0.730 0.12
C 4.134 -1.584 2.363 -0.60
C 5.182 -2.066 3.166 -0.34
C 5.154 -1.909 4.536 -1.16
C 4.103 -1.240 5.146 -0.38
C 3.066 -0.741 4.369 -0.50
C 3.068 -0.927 3.004 0.73
H 5.142 -1.523 -1.532 0.39
H 6.156 -3.297 -2.885 0.39
H 6.466 -5.563 -1.938 0.36
H 5.778 -6.013 0.390 0.40
H 4.684 -4.264 1.720 0.37
H 6.035 -2.536 2.700 0.61
H 5.959 -2.305 5.142 0.35
H 4.088 -1.112 6.219 0.42
H 2.241 -0.224 4.840 0.48
H 2.221 -0.595 2.417 -0.15
O -0.817 -1.686 2.013 -0.18
Si -0.881 -2.405 3.399 -1.60
C -0.540 -1.246 4.865 0.12
C -0.457 0.125 4.646 0.33
C -0.216 1.004 5.688 -0.39
C -0.042 0.520 6.974 -0.72
C -0.125 -0.843 7.212 -0.97
C -0.377 -1.711 6.165 -0.25
C -2.544 -3.271 3.734 0.45
C -3.737 -2.652 3.380 0.01
C -4.956 -3.279 3.567 -0.39
C -5.006 -4.552 4.112 -0.64
C -3.829 -5.179 4.485 -0.79
C -2.617 -4.538 4.300 -0.10
C 0.423 -3.807 3.434 0.04
C 0.279 -4.885 2.563 0.39
C 1.273 -5.834 2.410 -0.98
C 2.449 -5.721 3.133 -0.54
C 2.601 -4.678 4.029 -0.57
C 1.595 -3.737 4.175 -0.44
H -0.578 0.507 3.643 -0.14
H -0.161 2.069 5.500 0.47
H 0.158 1.202 7.791 0.39
H 0.004 -1.226 8.217 0.37
H -0.446 -2.773 6.360 0.42
H -3.700 -1.666 2.940 0.09
H -5.876 -2.781 3.283 0.42
H -5.956 -5.053 4.249 0.37
H -3.860 -6.174 4.912 0.38
H -1.704 -5.042 4.589 0.34
H -0.632 -4.970 1.986 0.40
H 1.147 -6.649 1.709 0.36
H 3.242 -6.444 2.994 0.41
H 3.510 -4.588 4.612 0.40
H 1.736 -2.924 4.870 0.44
O 2.518 2.476 0.369 -0.31
C 0.715 2.826 1.512 -0.15
O -0.125 1.823 1.540 -0.31
C 0.331 4.184 2.146 1.53
C -0.822 4.310 3.061 -0.45
C -1.225 5.491 3.559 -1.45
C -0.559 6.737 3.317 0.57
O -1.070 7.925 3.854 -0.53
C -0.203 8.936 3.416 -0.32
O 0.877 8.357 2.722 -0.51
C 0.596 6.999 2.675 -0.07
C 1.417 6.046 1.910 -0.12
H -1.312 3.396 3.362 1.01
H -2.076 5.544 4.220 0.45
H 0.179 9.504 4.282 0.24
H -0.740 9.629 2.740 0.25
H 2.291 6.514 1.461 0.55
```

The frontier orbital gap (spin up / spin down) is 4.24 / 4.25 eV. The net charge is -1. The calculation puts the HOMO energy (spin up / spin down) at -3.2 / -3.3 eV. The multiplicity is 2.